Density functional theory data (ωB97M-V with the def2-TZVPD basis set) for 5 unconnected molecules or ions with the total composition C38H73BrF5N6O7PS in a non-equilibrium geometry.

## Properties
gap between HOMO and LUMO	8.9	eV
SMILES string	[H]/N=C(\C)C[C@@]1(c2ccccc2)C(=O)N[C@@](CCCC(F)(F)C(F)(F)F)(COO)[C@@]1(C[C@H](C)Br)[PH2]=S.COC[C@@H](C)N.COC[C@@H](C)N.COC[C@@H](C)N.COC[C@@H](C)N
LUMO energy	0.13	eV

```
132
Properties=species:S:1:pos:R:3:forces:R:3
C -2.954 -0.277 5.584 0.09 1.11 -0.99
C -1.568 -0.084 4.749 0.10 0.73 2.27
N -0.614 0.584 5.376 -2.26 -1.62 -1.84
C -1.450 -0.643 3.249 0.41 0.98 0.44
C -1.172 -2.251 3.171 -0.40 -0.52 1.26
C -0.224 -2.447 4.471 1.79 -1.80 3.60
C -0.778 -3.214 5.732 3.56 1.18 0.67
C 0.097 -3.403 7.025 1.31 1.86 -2.36
C 1.553 -2.840 7.158 -2.93 0.61 -4.34
C 2.088 -2.072 5.892 -3.07 -1.56 0.67
C 1.216 -1.893 4.599 -1.22 -1.50 2.41
C -2.582 -3.081 3.255 -2.52 -1.13 0.49
O -3.523 -2.978 4.077 3.50 0.20 -2.63
N -2.686 -4.111 2.180 0.59 1.86 0.06
C -1.404 -4.270 1.381 -1.13 -0.36 1.51
C -0.828 -5.646 1.980 1.22 0.08 0.60
C -0.384 -5.597 3.521 -0.45 -1.62 -0.15
C -0.034 -7.141 3.937 0.02 0.12 -0.30
C 1.393 -7.296 4.632 -1.64 -1.06 1.26
F 1.422 -8.596 5.273 0.06 2.66 -1.26
F 1.545 -6.344 5.675 0.04 -1.87 -2.25
C 2.648 -7.269 3.624 2.50 -0.49 0.25
F 2.307 -7.314 2.254 0.70 0.43 3.28
F 3.440 -6.135 3.914 -1.90 -2.43 -1.25
F 3.490 -8.405 3.867 -2.09 2.84 -0.81
C -1.510 -4.529 -0.202 -0.03 0.57 -0.81
O -1.553 -5.943 -0.576 2.15 1.84 1.02
O -2.843 -6.345 -0.710 -2.86 -0.71 0.16
C -0.670 -2.868 1.767 2.34 -0.14 -1.42
C 0.900 -3.163 1.531 0.95 0.27 -0.13
C 1.760 -1.930 0.941 0.52 -0.66 -0.91
C 2.019 -2.031 -0.671 -0.46 0.26 -0.15
Br 3.610 -2.131 1.744 -0.75 0.25 -0.24
P -1.228 -1.602 0.421 -0.70 0.00 -0.57
S -3.167 -1.468 0.237 -0.16 0.21 0.03
H -3.171 0.764 6.038 0.38 -1.64 -0.62
H -3.831 -0.493 4.877 1.31 -0.10 1.25
H -2.852 -1.016 6.445 -0.14 0.76 -1.46
H -0.971 0.828 6.326 0.32 -0.16 -0.91
H -0.546 -0.090 2.781 -1.39 -0.94 0.86
H -2.402 -0.320 2.710 1.27 -0.63 0.57
H -1.822 -3.670 5.782 1.61 0.88 -0.32
H -0.362 -3.942 7.927 0.71 0.85 -1.63
H 2.161 -2.978 8.113 -0.95 0.26 -1.66
H 3.149 -1.647 5.992 -1.87 -0.59 -0.59
H 1.639 -1.301 3.725 -0.49 -0.88 1.44
H -3.542 -4.037 1.598 0.70 0.11 0.92
H -1.697 -6.410 1.929 1.50 1.28 -0.14
H 0.086 -6.046 1.391 -1.64 0.61 0.75
H -1.306 -5.327 4.150 1.72 0.02 -0.84
H 0.536 -4.964 3.744 -1.55 -0.55 -0.32
H -0.861 -7.554 4.632 1.70 0.61 -0.92
H -0.031 -7.796 2.986 0.10 0.93 1.59
H -2.401 -4.036 -0.717 1.10 -0.51 0.95
H -0.557 -4.116 -0.715 -1.42 -0.88 0.94
H -3.222 -6.570 0.179 0.88 0.24 -0.62
H 1.457 -3.525 2.470 -1.32 0.65 -1.25
H 1.021 -4.024 0.765 -0.34 1.44 1.25
H 1.409 -0.897 1.271 0.59 -1.44 -0.49
H 3.074 -1.718 -0.969 -1.45 -0.31 0.67
H 1.302 -1.342 -1.265 1.13 -1.20 0.97
H 1.884 -3.116 -1.049 0.11 1.72 0.75
H -0.652 -0.289 0.654 0.04 -1.18 -0.09
H -0.730 -1.979 -0.890 0.27 0.21 1.22
C 3.428 4.264 -0.874 0.10 0.25 -0.17
C 3.987 3.298 0.164 -0.43 -0.03 -0.05
C 3.745 1.816 -0.185 0.25 -0.08 0.36
O 2.417 1.364 0.074 0.19 -0.05 -0.39
C 1.490 1.639 -0.964 -0.14 0.05 0.35
N 3.435 3.641 1.481 0.05 -0.32 -0.01
H 2.339 4.342 -0.830 0.04 -0.08 0.05
H 3.825 5.271 -0.709 -0.05 -0.13 0.05
H 3.710 3.960 -1.886 -0.04 -0.01 0.04
H 5.072 3.453 0.198 -0.05 -0.13 0.05
H 4.390 1.210 0.460 -0.15 0.00 0.02
H 4.039 1.589 -1.217 -0.13 0.08 -0.08
H 1.946 1.561 -1.955 0.04 0.02 0.00
H 1.046 2.626 -0.824 -0.05 0.04 -0.21
H 0.683 0.904 -0.897 0.08 -0.01 0.00
H 3.875 3.049 2.183 0.02 0.18 -0.01
H 2.460 3.339 1.489 0.12 0.14 -0.01
C -1.440 8.068 0.179 0.07 0.27 -0.03
C -0.939 6.933 1.066 -0.32 -0.07 -0.22
C -0.500 5.683 0.276 0.06 -0.16 0.36
O -1.576 4.875 -0.188 0.41 0.22 -0.21
C -2.145 5.304 -1.413 -0.31 -0.26 0.15
N -1.973 6.610 2.057 0.16 -0.30 -0.06
H -2.432 7.873 -0.233 0.07 -0.08 0.05
H -1.510 8.996 0.753 -0.01 -0.15 -0.01
H -0.753 8.245 -0.654 -0.05 -0.03 0.02
H -0.059 7.307 1.602 -0.01 -0.15 -0.02
H 0.075 5.042 0.954 -0.10 -0.01 -0.01
H 0.175 5.943 -0.549 -0.10 0.09 -0.10
H -1.395 5.719 -2.092 0.02 0.07 0.04
H -2.938 6.031 -1.227 0.05 0.15 -0.19
H -2.603 4.436 -1.894 0.10 0.00 0.07
H -1.603 5.911 2.699 -0.03 0.17 0.04
H -2.718 6.113 1.566 0.05 0.17 0.08
C -1.126 -1.211 -6.343 -0.11 0.07 -0.24
C -1.314 -0.701 -4.918 0.31 -0.25 -0.08
C -0.040 -0.076 -4.311 -0.25 0.04 0.25
O 0.922 -1.029 -3.862 -0.02 0.41 -0.25
C 1.786 -1.515 -4.876 0.04 -0.29 0.29
N -1.824 -1.794 -4.084 0.20 0.17 0.32
H -0.549 -2.137 -6.385 0.00 0.06 0.09
H -2.096 -1.421 -6.802 0.10 0.00 0.13
H -0.621 -0.464 -6.962 0.00 -0.05 0.03
H -2.077 0.086 -4.956 0.10 0.00 0.13
H -0.336 0.483 -3.415 0.03 -0.09 0.01
H 0.417 0.651 -4.992 0.06 -0.10 -0.10
H 2.033 -0.744 -5.611 -0.10 0.00 -0.02
H 1.342 -2.383 -5.367 0.07 0.07 -0.21
H 2.712 -1.846 -4.399 -0.08 0.08 0.04
H -2.026 -1.426 -3.155 -0.24 -0.06 -0.08
H -1.047 -2.437 -3.923 -0.17 0.00 -0.15
C -0.030 5.950 -7.453 0.06 0.24 -0.15
C -1.339 5.396 -6.897 0.35 -0.23 0.04
C -1.302 5.148 -5.375 -0.35 -0.14 -0.07
O -0.611 3.962 -4.992 0.07 0.46 0.13
C 0.796 4.111 -4.883 -0.12 -0.40 -0.05
N -1.693 4.178 -7.635 -0.13 -0.05 0.32
H 0.756 5.194 -7.508 -0.09 -0.01 0.06
H -0.179 6.327 -8.469 -0.03 -0.10 0.11
H 0.335 6.780 -6.842 0.00 -0.06 -0.01
H -2.113 6.148 -7.087 -0.02 -0.10 0.11
H -2.333 5.008 -5.033 0.08 -0.10 -0.02
H -0.913 6.019 -4.833 0.16 -0.01 -0.05
H 1.079 5.096 -4.501 -0.03 0.04 -0.08
H 1.269 3.927 -5.850 0.18 0.18 0.03
H 1.163 3.352 -4.188 -0.11 0.04 0.02
H -2.608 3.859 -7.319 0.03 0.07 -0.17
H -1.061 3.440 -7.322 -0.03 0.13 -0.14
```
Positions in Å, forces in eV/Å.

=====

Density functional theory data (ωB97M-V with the def2-TZVPD basis set) for 2 unconnected molecules or ions with the total composition C4H3O4 in a non-equilibrium geometry.

## Properties
charge	-1
gap between HOMO and LUMO	7.3	eV
energy relative to the best compared isomer or geometry (same formula, charge and spin)	2.724	eV
LUMO energy	4.22	eV

```
11
Properties=species:S:1:pos:R:3:forces:R:3
C -0.964 -0.297 -1.187 -1.91 1.25 -0.40
C -0.461 -0.545 2.286 -1.57 -0.95 0.89
C 1.300 -0.738 -0.027 -1.22 -0.04 0.74
C -0.662 1.175 -0.838 0.44 -2.92 -1.02
O -0.811 -1.633 2.407 0.32 1.01 -0.02
O 2.166 -0.639 -0.810 1.55 0.11 -2.93
O -0.179 -1.123 -0.682 1.72 -0.78 0.10
O 1.232 -0.682 1.167 0.35 -0.13 1.67
H -0.236 1.217 0.088 1.31 0.25 2.82
H -1.455 1.816 -0.875 -2.35 1.43 -0.43
H 0.071 1.448 -1.528 1.36 0.76 -1.42
```
Positions in Å, forces in eV/Å.

=====

Density functional theory data (ωB97M-V with the def2-TZVPD basis set) for a molecular structure, C15H32NOPReSSi in a non-equilibrium geometry.

## Properties
spin multiplicity	4
gap between HOMO and LUMO (spin up / spin down)	6.2 / 6.5	eV
⟨S²⟩	3.792
LUMO energy (spin up / spin down)	0.40 / -0.75	eV

```
53
Properties=species:S:1:pos:R:3:forces:R:3
Re 0.040 0.091 0.006 -0.85 0.74 1.69
Si 2.328 0.244 -0.460 1.04 0.70 -0.23
P -0.682 0.520 -2.094 0.29 0.15 -1.59
N -0.244 -1.690 -0.074 -0.95 -1.08 0.32
H -0.408 3.027 2.294 -0.15 0.15 -0.21
C -2.437 0.825 -2.494 -0.20 -0.04 0.32
H -2.519 0.966 -3.583 -0.04 -0.04 0.36
H -2.787 1.728 -1.969 0.10 -0.33 -0.19
H -3.046 -0.037 -2.181 0.19 0.33 -0.12
C 0.112 1.986 -2.844 -0.15 -0.18 -0.07
H -0.298 2.065 -3.859 0.31 0.29 0.08
H 1.203 1.838 -2.862 -0.40 0.11 -0.08
H -0.134 2.881 -2.249 0.10 -0.34 -0.26
C -0.269 -0.859 -3.228 -0.10 0.33 0.10
H -0.457 -0.496 -4.246 0.13 -0.35 0.05
H -0.917 -1.715 -2.983 0.29 0.27 -0.12
H 0.786 -1.138 -3.085 -0.40 0.07 -0.13
C 2.916 2.022 -0.131 0.39 -0.21 -0.31
H 2.666 2.384 0.881 0.01 -0.23 -0.41
H 2.496 2.704 -0.885 0.22 -0.05 0.28
H 4.008 1.970 -0.237 -0.10 0.45 0.03
H 3.215 -0.567 0.420 -0.04 -0.21 -0.01
H 2.690 -0.161 -1.856 0.13 0.14 -0.02
C -0.204 -3.024 -0.190 0.09 -0.81 -0.41
C -1.302 -5.212 -0.137 0.30 0.28 0.03
C -1.355 -3.840 0.082 0.76 0.18 -0.28
C 0.981 -3.668 -0.667 -0.47 0.13 0.07
C 1.000 -5.041 -0.878 -0.02 0.38 0.15
C -0.130 -5.816 -0.610 0.06 -0.36 -0.06
H -2.174 -5.825 0.062 0.03 0.06 -0.01
H -2.256 -3.339 0.423 0.06 -0.13 0.00
H 1.841 -3.024 -0.881 -0.23 -0.33 0.08
H 1.913 -5.502 -1.251 -0.18 0.00 0.06
H -0.084 -6.900 -0.773 -0.12 0.51 0.08
C -0.978 3.037 1.342 0.74 -1.41 0.46
O -0.818 1.718 0.822 -0.26 0.44 -0.46
C -2.454 3.215 1.667 -0.24 0.39 0.38
H -2.774 4.253 1.544 0.00 0.02 0.00
H -2.629 2.956 2.714 -0.18 -0.13 -0.11
H -3.087 2.583 1.036 0.23 0.08 0.01
C -0.408 4.168 0.500 -0.05 0.30 -0.18
H -1.170 4.558 -0.177 0.07 -0.10 -0.28
H 0.501 3.918 -0.061 -0.23 -0.21 0.20
H -0.153 5.000 1.166 -0.02 -0.08 -0.07
C 2.221 -0.402 3.755 -0.24 -0.04 0.07
S 0.992 -0.067 2.414 0.61 0.14 0.78
C -0.559 -0.231 3.291 0.01 0.12 0.71
H 3.248 -0.392 3.363 -0.53 0.03 -0.13
H 2.029 -1.372 4.242 0.01 0.34 -0.34
H 2.118 0.407 4.499 0.03 -0.35 -0.36
H -0.528 -1.151 3.881 -0.18 0.14 -0.05
H -0.629 0.649 3.937 -0.33 -0.23 0.10
H -1.414 -0.248 2.604 0.48 0.01 0.08
```
Positions in Å, forces in eV/Å.

=====

Density functional theory data (ωB97M-V with the def2-TZVPD basis set) for a molecular structure, C5H8N2 in a non-equilibrium geometry.

## Properties
gap between HOMO and LUMO	10.2	eV
energy relative to the best compared isomer or geometry (same formula, charge and spin)	3.067	eV
LUMO energy	0.94	eV

```
15
Properties=species:S:1:pos:R:3:forces:R:3
N 1.920 -0.735 0.004 0.35 -0.18 -0.11
C 0.759 0.014 0.387 0.00 -0.15 0.24
C 1.021 1.460 0.435 1.90 3.41 0.05
N 1.431 2.561 0.398 -1.28 -2.79 0.15
C -0.407 -0.133 -0.542 -0.31 1.33 0.42
C -1.563 0.638 0.125 -1.02 -2.31 -0.85
C -1.355 -1.222 -0.346 -0.82 1.27 0.77
H 2.662 -0.507 0.654 0.24 -0.20 -0.17
H 2.205 -0.423 -0.919 0.23 -0.11 0.04
H 0.454 -0.304 1.389 -0.07 0.01 -0.07
H -0.156 0.093 -1.597 -0.21 0.23 0.68
H -1.660 0.991 1.217 0.79 -1.37 -1.70
H -2.286 1.193 -0.480 0.34 -0.57 -0.14
H -1.795 -1.731 -1.229 -0.12 0.97 0.71
H -1.231 -1.896 0.503 -0.03 0.46 -0.04
```
Positions in Å, forces in eV/Å.

=====

Density functional theory data (ωB97M-V with the def2-TZVPD basis set) for 2 unconnected molecules or ions with the total composition C4H4O3 in a non-equilibrium geometry.

## Properties
gap between HOMO and LUMO	9.4	eV
energy relative to the best compared isomer or geometry (same formula, charge and spin)	2.792	eV
SMILES string	O=C=CO.C=C=O
LUMO energy	0.52	eV

```
11
Properties=species:S:1:pos:R:3:forces:R:3
C -1.664 0.191 -0.790 -0.08 -0.13 0.02
C -1.236 -1.032 -0.538 0.22 -0.70 0.12
O -0.830 -2.101 -0.328 -0.41 1.01 -0.22
C 1.459 -0.579 1.204 0.00 -0.67 0.36
O 1.482 -1.644 1.687 0.05 0.94 -0.43
C 1.405 0.644 0.698 0.11 -0.10 0.32
O 1.314 0.868 -0.662 -0.11 0.00 -0.09
H -1.883 0.853 0.038 0.03 -0.13 -0.08
H -1.945 0.447 -1.804 0.03 -0.07 0.11
H 0.365 0.873 -0.884 0.20 -0.03 -0.05
H 1.535 1.480 1.379 -0.03 -0.13 -0.06
```
Positions in Å, forces in eV/Å.

=====

Density functional theory data (ωB97M-V with the def2-TZVPD basis set) for C4H6N4 in the gas phase in a non-equilibrium geometry.

## Properties
gap between HOMO and LUMO	8.7	eV
energy relative to the best compared isomer or geometry (same formula, charge and spin)	5.500	eV
SMILES string	C=Nn1nccc1N
LUMO energy	0.44	eV

```
14
Properties=species:S:1:pos:R:3:forces:R:3
C 0.396 0.479 0.002 0.90 2.31 -0.07
C 1.781 0.179 -0.092 2.17 6.60 -1.21
C 2.004 -1.135 -0.032 -4.91 -3.72 1.90
C -2.356 -0.548 0.127 -1.42 -4.10 -4.07
H -1.014 1.971 -0.582 1.77 0.05 1.16
H 0.338 2.541 0.216 4.93 5.88 0.98
H 2.700 0.990 -0.320 -3.03 -2.01 0.78
H 2.699 -1.950 0.084 0.93 0.80 -0.44
H -3.424 -0.688 -0.439 2.63 0.51 2.09
H -2.036 0.129 0.852 -0.51 1.62 1.01
N -0.195 1.843 0.076 -6.29 -9.38 -2.34
N 0.747 -1.658 0.171 2.27 -2.97 -0.16
N -0.220 -0.773 0.235 2.52 0.04 -1.31
N -1.419 -1.380 -0.300 -1.96 4.38 1.67
```
Positions in Å, forces in eV/Å.